# C66H176N12O26

18 unconnected molecules or ions with the total composition C66H176N12O26 in a non-equilibrium geometry (ωB97M-V/def2-TZVPD, OMol25).

```
280
Properties=species:S:1:pos:R:3
C -3.285 3.082 -1.005
C -2.125 4.065 -1.106
O -1.982 4.529 -2.477
H -4.048 3.490 -1.676
H -3.664 3.082 -0.007
H -3.147 2.090 -1.374
H -1.173 3.627 -0.736
H -2.313 4.932 -0.451
H -1.283 5.220 -2.434
C -6.637 -0.713 -3.488
C -6.253 0.398 -2.557
O -7.348 0.936 -1.814
H -5.734 -1.110 -3.961
H -7.332 -0.317 -4.237
H -7.049 -1.588 -2.976
H -5.827 1.206 -3.178
H -5.559 0.133 -1.780
H -7.601 0.234 -1.186
C -0.526 -3.630 -7.034
C -1.621 -2.833 -6.340
O -2.410 -3.687 -5.490
H -0.960 -4.509 -7.518
H 0.310 -3.848 -6.386
H 0.011 -3.019 -7.751
H -2.226 -2.346 -7.122
H -1.113 -2.077 -5.742
H -2.587 -4.464 -6.046
C 2.417 2.798 5.732
C 3.913 2.522 5.466
O 4.433 1.618 6.380
H 2.161 3.738 5.219
H 2.191 2.917 6.809
H 1.828 1.967 5.348
H 4.511 3.410 5.698
H 4.016 2.257 4.381
H 3.869 0.864 6.448
C 2.186 6.639 -1.525
C 1.584 7.124 -0.266
O 0.179 6.944 -0.302
H 1.669 7.069 -2.387
H 1.947 5.575 -1.685
H 3.269 6.808 -1.572
H 1.783 8.192 -0.115
H 1.934 6.590 0.628
H -0.174 7.216 0.537
C 0.030 1.127 7.951
C -0.838 1.967 6.985
O -0.853 1.289 5.754
H -0.398 0.102 7.941
H 0.091 1.530 8.974
H 0.987 0.932 7.496
H -0.368 2.955 6.871
H -1.896 2.077 7.328
H -1.272 1.866 5.079
C -4.841 2.861 -5.978
C -3.909 3.995 -5.595
O -4.136 4.323 -4.244
H -4.460 1.920 -5.575
H -4.932 2.735 -7.059
H -5.835 3.014 -5.587
H -4.096 4.947 -6.189
H -2.845 3.750 -5.796
H -3.286 4.269 -3.773
C 4.960 2.463 1.158
C 4.617 3.800 0.494
O 3.990 4.727 1.436
H 5.594 1.884 0.483
H 4.082 1.845 1.404
H 5.467 2.615 2.098
H 3.769 3.650 -0.178
H 5.440 4.235 -0.100
H 4.679 4.927 2.110
C 1.875 -1.340 5.565
O 2.564 -0.599 6.215
N 2.306 -2.707 5.292
N 0.643 -1.092 4.944
H 1.820 -3.224 4.584
H 3.296 -2.882 5.334
H 0.170 -0.203 5.162
H 0.114 -1.831 4.502
C -1.210 -3.807 2.650
O -0.171 -3.322 3.066
N -1.355 -4.496 1.412
N -2.402 -3.783 3.424
H -0.463 -4.855 1.087
H -2.196 -5.024 1.278
H -2.340 -3.465 4.382
H -2.971 -4.619 3.295
C 0.415 3.807 2.116
O -0.177 2.587 1.744
C 0.607 1.464 2.181
C -0.223 0.227 1.923
N -0.674 0.147 0.543
C -1.445 -1.081 0.357
C -1.707 -1.297 -1.137
O -2.562 -0.274 -1.558
C -2.690 -0.063 -2.981
H 0.293 4.006 3.153
H -0.202 4.527 1.615
H 1.389 3.910 1.727
H 0.823 1.497 3.255
H 1.506 1.480 1.547
H -1.016 0.194 2.689
H 0.244 -0.734 2.182
H -1.164 0.959 0.146
H -2.383 -1.111 0.930
H -0.787 -1.910 0.668
H -2.050 -2.314 -1.324
H -0.744 -1.223 -1.637
H -3.355 0.822 -3.196
H -3.178 -0.953 -3.425
H -1.707 0.154 -3.406
C -2.678 4.040 3.319
O -2.625 2.798 4.019
C -3.858 2.067 3.966
C -4.189 1.701 2.522
N -5.308 0.846 2.570
C -5.895 0.481 1.302
C -7.088 -0.401 1.597
O -7.643 -0.839 0.366
C -8.658 -1.830 0.512
H -1.746 4.557 3.547
H -3.530 4.656 3.619
H -2.746 3.947 2.251
H -4.652 2.738 4.345
H -3.798 1.190 4.612
H -3.332 1.230 2.053
H -4.410 2.576 1.931
H -6.078 1.229 3.074
H -5.144 -0.009 0.656
H -6.277 1.338 0.734
H -7.791 0.122 2.271
H -6.698 -1.298 2.142
H -8.244 -2.666 1.096
H -8.974 -2.170 -0.488
H -9.580 -1.472 1.000
C 1.056 -2.862 -3.340
O 1.671 -3.880 -2.629
C 1.055 -4.003 -1.382
C 1.680 -5.280 -0.657
N 1.329 -5.380 0.764
C 1.716 -6.686 1.331
C 1.923 -6.659 2.811
O 2.981 -5.793 3.175
C 3.382 -5.822 4.559
H 1.465 -2.894 -4.351
H 1.217 -1.898 -2.838
H -0.038 -3.037 -3.420
H -0.059 -4.050 -1.515
H 1.168 -3.111 -0.736
H 2.740 -5.217 -0.851
H 1.399 -6.204 -1.157
H 1.879 -4.714 1.260
H 2.600 -7.021 0.822
H 0.872 -7.321 1.077
H 2.192 -7.677 3.011
H 0.967 -6.429 3.261
H 3.614 -6.872 4.926
H 2.599 -5.368 5.198
H 4.314 -5.268 4.732
C -0.331 2.143 -4.871
O 0.309 2.255 -6.114
C -0.418 1.855 -7.228
C 0.255 2.590 -8.372
N -0.287 2.327 -9.676
C -1.367 3.188 -10.051
C -1.609 3.097 -11.539
O -2.002 1.794 -11.909
C -1.899 1.624 -13.305
H -0.238 3.050 -4.257
H 0.093 1.279 -4.338
H -1.388 1.910 -4.996
H -1.481 2.151 -7.237
H -0.383 0.772 -7.199
H 1.318 2.387 -8.341
H 0.206 3.630 -8.122
H 0.413 2.327 -10.378
H -1.237 4.251 -9.817
H -2.282 2.877 -9.547
H -0.669 3.291 -12.075
H -2.404 3.808 -11.825
H -2.192 0.612 -13.594
H -0.917 1.843 -13.747
H -2.538 2.344 -13.836
C -5.270 -4.973 -2.717
O -5.191 -4.751 -1.354
C -5.313 -3.389 -1.065
C -4.676 -3.094 0.287
N -5.300 -3.536 1.539
C -5.155 -4.970 1.724
C -5.795 -5.377 3.076
O -5.661 -6.753 3.198
C -6.250 -7.230 4.388
H -4.402 -4.630 -3.275
H -6.159 -4.568 -3.156
H -5.244 -6.023 -3.022
H -6.237 -2.852 -1.237
H -4.687 -2.834 -1.710
H -4.676 -2.005 0.249
H -3.610 -3.388 0.149
H -4.809 -3.082 2.323
H -4.137 -5.338 1.637
H -5.708 -5.492 0.943
H -6.819 -4.989 3.072
H -5.324 -4.850 3.932
H -6.336 -8.321 4.424
H -7.291 -6.923 4.392
H -5.732 -6.792 5.251
C 6.353 -2.678 -3.681
O 5.820 -1.917 -2.632
C 4.514 -2.355 -2.299
C 3.703 -1.338 -1.518
N 3.369 -0.268 -2.381
C 2.784 0.816 -1.644
C 2.580 2.041 -2.483
O 3.833 2.524 -2.982
C 3.673 3.768 -3.684
H 6.044 -3.723 -3.541
H 7.433 -2.557 -3.702
H 5.912 -2.341 -4.595
H 4.630 -3.266 -1.696
H 4.005 -2.653 -3.230
H 4.318 -0.980 -0.659
H 2.761 -1.798 -1.212
H 4.227 0.113 -2.825
H 3.269 1.087 -0.680
H 1.795 0.430 -1.308
H 2.127 2.831 -1.885
H 1.995 1.749 -3.354
H 4.666 4.022 -4.050
H 3.288 4.535 -3.011
H 3.014 3.626 -4.542
C 4.798 -9.918 2.240
O 5.010 -8.801 1.379
C 6.291 -8.241 1.562
C 6.553 -7.036 0.682
N 5.937 -5.833 1.156
C 6.115 -4.692 0.197
C 5.532 -3.430 0.894
O 4.111 -3.579 0.835
C 3.526 -2.745 1.821
H 3.906 -10.505 2.007
H 4.670 -9.609 3.267
H 5.627 -10.603 2.165
H 7.065 -8.977 1.418
H 6.409 -7.883 2.596
H 6.310 -7.231 -0.364
H 7.634 -7.005 0.605
H 4.938 -5.945 1.315
H 5.558 -4.817 -0.734
H 7.184 -4.549 -0.032
H 5.856 -2.545 0.314
H 5.877 -3.294 1.937
H 3.580 -3.172 2.807
H 2.467 -2.604 1.575
H 3.909 -1.719 1.790
C 1.142 9.405 3.749
O 0.875 8.267 4.522
C 1.015 7.065 3.787
C 2.457 6.754 3.583
N 3.082 6.593 4.903
C 4.509 6.363 4.879
C 5.004 6.541 6.309
O 6.373 6.188 6.404
C 6.787 5.904 7.686
H 1.380 10.242 4.382
H 0.263 9.685 3.167
H 2.034 9.259 3.131
H 0.518 7.192 2.808
H 0.536 6.294 4.393
H 2.997 7.452 2.975
H 2.437 5.813 3.019
H 2.910 7.423 5.435
H 5.024 7.091 4.243
H 4.738 5.336 4.539
H 4.359 5.960 6.988
H 4.918 7.597 6.597
H 7.875 5.912 7.746
H 6.440 4.925 8.033
H 6.534 6.670 8.423
```

Orbital gap   8.93 eV
E   -5233.15945 Eh
Charge   0
Largest force on an atom   0.0808 Eh/bohr
2S+1   1
Lowest unoccupied orbital energy   0.47 eV

Mulliken population analysis, charges in e, atoms 1 to 5: number 1, C, carries -0.3702; number 2, C, carries 0.1590; number 3, O, carries -0.4305; number 4, H, carries 0.6841; number 5, H, carries -0.2188

# C3H9NO3

2 unconnected molecules or ions with the total composition C3H9NO3 in a non-equilibrium geometry (ωB97M-V/def2-TZVPD, OMol25).

```
16
Properties=species:S:1:pos:R:3
C 1.710 -1.140 0.263
N 0.351 -0.937 0.065
C -0.272 -0.241 1.168
C -1.321 0.646 0.407
O -2.081 1.439 1.304
O 2.450 -1.291 -0.653
H 1.968 -1.298 1.348
H 0.295 -0.769 -0.936
H 0.429 0.407 1.721
H -0.714 -1.009 1.876
H -1.860 -0.013 -0.302
H -0.755 1.398 -0.145
H -2.841 0.859 1.531
H 0.609 1.427 -2.703
H 1.458 0.037 -2.499
O 0.578 0.485 -2.448
```

Orbital gap   10.34 eV
E   -400.15534 Eh
SMILES   O=CNCCO.O
Charge   0
Largest force on an atom   0.0709 Eh/bohr
2S+1   1
Energy above the lowest of the compared OMol25 structures with the same formula, charge and spin   1.800 eV
Lowest unoccupied orbital energy   0.66 eV

Mulliken population analysis, charges in e, atoms 1 to 5: number 1, C, carries 0.0192; number 2, N, carries -0.2169; number 3, C, carries -0.2516; number 4, C, carries -0.5784; number 5, O, carries -0.5166

Question: Which value of E does entry 1 give?
Answer: -5233.15945 Eh

Repeat the second record exactly.
# C3H9NO3

2 unconnected molecules or ions with the total composition C3H9NO3 in a non-equilibrium geometry (ωB97M-V/def2-TZVPD, OMol25).

```
16
Properties=species:S:1:pos:R:3
C 1.710 -1.140 0.263
N 0.351 -0.937 0.065
C -0.272 -0.241 1.168
C -1.321 0.646 0.407
O -2.081 1.439 1.304
O 2.450 -1.291 -0.653
H 1.968 -1.298 1.348
H 0.295 -0.769 -0.936
H 0.429 0.407 1.721
H -0.714 -1.009 1.876
H -1.860 -0.013 -0.302
H -0.755 1.398 -0.145
H -2.841 0.859 1.531
H 0.609 1.427 -2.703
H 1.458 0.037 -2.499
O 0.578 0.485 -2.448
```

Orbital gap   10.34 eV
E   -400.15534 Eh
SMILES   O=CNCCO.O
Charge   0
Largest force on an atom   0.0709 Eh/bohr
2S+1   1
Energy above the lowest of the compared OMol25 structures with the same formula, charge and spin   1.800 eV
Lowest unoccupied orbital energy   0.66 eV

Mulliken population analysis, charges in e, atoms 1 to 5: number 1, C, carries 0.0192; number 2, N, carries -0.2169; number 3, C, carries -0.2516; number 4, C, carries -0.5784; number 5, O, carries -0.5166